Molecular formula: C18H48ClFIN8O8P4
Method: DFT, ωB97M-V with the def2-TZVPD basis set

Geometry as XYZ:
```
89
Properties=species:S:1:pos:R:3:forces:R:3:lowdin_charge:R:1
H 1.806 -0.084 -1.643 -0.0681 0.2062 -0.0364 0.094
H -1.125 0.712 7.196 0.0009 -0.0171 -0.2132 0.046
H 2.051 -0.522 -3.320 0.1421 -0.0160 0.0167 0.047
H -2.449 0.544 3.182 0.1111 -0.0362 -0.1016 0.087
H 2.558 4.957 -3.688 -0.1143 -0.1824 0.1959 0.062
I 0.399 -6.273 -1.924 -0.5355 0.0890 0.2595 0.867
H -2.036 -0.681 7.763 -0.0460 -0.0017 0.0003 0.083
N -1.570 -2.430 0.829 0.4671 -0.2268 0.0115 -0.118
H -0.398 -0.358 8.359 -0.0203 -0.0389 0.0873 0.077
C -1.385 0.713 2.956 -0.1123 -0.5300 -0.2029 -0.148
H -0.824 -2.765 7.777 -0.0591 0.2150 -0.0234 0.077
C 1.334 3.513 -6.383 -0.1539 -0.4209 -0.0726 -0.159
C 1.625 2.361 -1.898 -0.0749 0.2169 0.0272 -0.128
H -3.267 -0.314 -2.042 -0.6675 -0.9454 0.3047 0.094
C 1.765 4.637 -4.366 0.6422 0.0890 0.4934 -0.134
H -0.156 2.232 5.612 -0.1105 -0.1653 0.2160 0.060
H -5.550 0.832 -2.046 0.2136 -0.4612 0.9368 0.062
H -3.013 -0.817 0.347 -0.6120 -0.8027 -0.4582 0.048
H 2.165 -0.596 3.363 -0.0453 0.1018 -0.0169 0.074
F 0.437 -3.591 -1.034 -0.5327 -0.8188 0.2079 -0.127
H -2.124 -2.425 1.694 0.3226 0.2847 -0.3747 0.010
H -1.147 2.742 4.298 0.0196 -0.1884 -0.2207 0.077
H 2.779 0.971 6.419 -0.0530 -0.1585 -0.4220 0.084
H -3.718 -3.859 -1.138 0.7597 0.1886 -0.8308 0.068
O -1.907 -2.491 -1.790 0.4919 -1.7439 -0.4934 -0.275
C 1.804 0.486 6.515 -0.1522 -0.9156 1.0336 -0.124
H 1.922 -0.243 7.324 -0.1166 0.1192 0.0991 0.079
C -1.038 -0.336 7.466 0.0393 0.1815 -0.0336 -0.143
H 0.621 2.022 -1.619 -0.0177 -0.0129 -0.0011 0.091
C -0.951 1.886 4.947 0.7098 0.0703 0.4730 -0.139
O -5.791 -4.444 0.752 -0.7626 -1.0796 -0.6962 0.087
O 0.670 -2.485 -4.201 -1.7774 -0.3019 0.4079 -0.150
H -1.872 1.705 5.517 0.0156 0.0758 0.0338 0.079
H 3.436 -0.031 -2.331 0.0281 -0.1791 0.0829 0.078
H 1.113 1.258 6.854 -0.1365 -0.0787 -0.0579 0.057
N -3.503 -3.991 1.080 -0.6379 -1.3567 -0.7699 0.000
H 0.427 -1.570 -3.952 0.2097 -0.3354 -0.1258 0.062
P -2.706 -3.161 -0.401 0.4059 2.7148 3.4519 0.611
N 2.188 1.549 -2.952 0.0060 -0.1521 1.0527 -0.349
O -1.836 -2.595 -5.058 1.2499 -0.1057 1.2569 -0.166
P -0.684 -3.421 -4.165 -0.4435 -0.3334 -1.6751 0.548
H 0.838 4.457 -3.809 0.0361 0.0630 0.0361 0.083
H 0.267 3.356 -6.166 0.1074 -0.0453 -0.1156 0.085
H 0.800 -2.711 7.073 0.0423 -0.1520 0.1243 0.071
H 1.663 2.746 -7.083 -0.1678 -0.0614 0.1230 0.067
C -4.622 -4.367 0.821 0.1746 1.7835 1.8971 -0.500
Cl -4.102 1.650 -0.328 -0.6302 -0.2860 -0.1908 0.449
H 1.442 4.465 -6.910 0.1286 0.1306 0.2834 0.074
P -0.123 -0.833 4.786 -3.9800 4.9241 3.9679 0.755
H 4.888 3.855 -5.522 0.0548 0.0146 -0.0077 0.076
N 2.152 3.486 -5.163 -0.4062 0.5582 -1.6447 -0.311
C -5.119 0.337 -1.138 0.8786 -0.3473 -0.7164 -0.536
H -4.671 -1.528 -2.210 0.5971 0.4678 0.3811 0.107
P 2.559 1.907 -4.576 -3.8531 4.7121 4.5017 0.747
O -0.493 -4.735 -4.828 0.4799 0.8731 0.6904 -0.346
C -0.264 -2.530 6.870 0.2749 -0.0953 -0.5309 -0.133
H 2.255 2.309 -1.001 -0.0153 -0.0605 0.0589 0.081
H -5.889 0.022 -0.401 0.5309 0.3064 -0.6300 0.065
H -0.818 -3.091 1.049 -0.3497 0.3066 -0.1714 0.022
N 4.098 2.543 -4.048 1.2289 -1.4557 -2.8669 -0.318
C 5.025 2.835 -5.144 -0.0344 0.1394 -0.1124 -0.147
C -3.689 -1.538 -0.180 -0.3035 0.7899 -0.9770 -0.277
N -0.475 -1.162 6.428 -0.0047 -0.2182 1.2513 -0.353
H 3.371 0.010 4.476 -0.0700 -0.0434 0.0713 0.073
C 4.487 3.164 -2.803 -0.1486 -0.9297 1.0661 -0.117
H 6.066 2.709 -4.836 -0.0717 -0.0416 0.0578 0.075
O 1.298 1.260 -5.149 2.8009 -2.3104 -1.7844 -0.280
H 1.588 5.510 -4.999 0.0327 -0.1763 -0.2230 0.076
N -0.556 0.726 4.171 -0.4238 0.5487 -1.5152 -0.308
H -2.308 -4.311 -2.696 0.7842 0.5681 -0.3481 0.128
H -1.049 -0.064 2.269 -0.2331 -0.0723 0.0811 0.053
H -1.593 -2.680 -5.997 -0.0587 -0.0985 0.4528 0.073
C 2.377 0.167 -2.539 0.2692 -0.1047 -0.4086 -0.111
H 2.171 1.125 3.778 0.0448 0.0081 -0.0142 0.077
H -0.589 -3.244 6.108 0.0074 0.0178 -0.0025 0.072
H 4.864 2.143 -5.974 -0.0332 0.0877 -0.0082 0.070
O -1.574 -4.552 -0.338 1.9236 -0.9341 -2.9819 -0.278
N 1.413 -0.165 5.288 1.2842 -1.5396 -2.7101 -0.320
H 3.802 3.937 -2.454 -0.1466 -0.0896 -0.0686 0.058
O -1.379 -1.509 4.245 2.8528 -2.3470 -1.5972 -0.269
C 2.325 0.115 4.176 -0.0479 0.1292 -0.1471 -0.144
C -1.425 -3.628 -2.484 -0.8637 -0.9025 0.0952 -0.403
H 4.587 2.417 -2.008 -0.1215 0.1196 0.0882 0.083
H 1.554 3.415 -2.144 0.0127 -0.0080 -0.2127 0.047
C -4.114 -0.837 -1.527 -1.1086 0.9738 1.1230 -0.303
H 5.468 3.638 -2.879 -0.0493 -0.1547 -0.4342 0.085
H -4.604 -1.638 0.459 0.6236 -0.2633 -0.5072 0.086
H -1.297 1.655 2.406 0.1271 0.1439 0.2925 0.076
C -0.656 -4.470 -1.369 -0.7611 2.1238 0.4617 -0.906
```
Positions in Å, forces in eV/Å.

## Properties
- net charge = -1
- DFT total energy (eV) = -108239.2134
- LUMO (hartree) = 0.0307
- E_HOMO (eV) = -5.3022
- orbital gap (eV) = 6.14

=====

Molecular formula: C18H48ClO22S6
Method: DFT, ωB97M-V with the def2-TZVPD basis set

Geometry as XYZ:
```
95
Properties=species:S:1:pos:R:3:forces:R:3:lowdin_charge:R:1
H 8.551 -0.661 0.377 0.1256 -0.0920 -0.2348 0.067
C 4.713 6.522 5.157 -0.6124 -0.7618 0.2930 -0.095
H 1.848 -7.260 -0.346 -0.2093 -0.3546 -0.4164 0.076
H 2.182 -3.389 -5.794 -0.2388 0.1094 0.0375 0.087
C -3.288 6.349 0.462 -0.1824 0.0769 -1.4461 -0.091
H 11.608 -1.323 -1.827 -0.0435 0.2614 0.4646 0.106
H -7.347 -2.933 0.773 0.0970 -0.2563 0.3701 0.070
H 10.259 -1.116 -0.108 -0.3044 -0.0835 0.0710 0.044
C 11.810 -0.402 -2.373 -0.0808 0.2754 -0.7605 -0.283
H -12.612 -3.876 3.991 0.2844 -0.3153 0.2467 0.074
H -1.018 0.462 -7.275 -0.0836 0.0975 0.2547 0.069
O 1.992 1.479 -5.718 -1.1416 -0.3787 -2.2624 -0.302
C -1.534 -8.713 1.796 -1.2954 -1.3389 -0.4358 -0.327
S 9.236 0.137 -1.904 0.0826 1.9998 0.9087 0.719
S 1.255 1.151 -6.948 1.0411 0.9078 0.7878 0.704
C 1.348 6.298 6.876 1.0093 0.6710 0.1834 -0.075
H 11.861 -0.733 -3.410 -0.6851 0.2842 -0.2488 0.118
H -8.780 -3.997 0.806 -0.0333 0.1636 -0.0047 0.063
H 1.187 6.177 7.947 -0.7769 -0.4245 -0.1401 0.078
H 4.511 6.423 6.224 -0.1993 0.0786 0.0138 0.042
O 9.057 -1.079 -2.683 -0.2344 1.5008 0.7904 -0.308
H -5.517 4.008 -1.175 0.7849 -0.2175 0.0357 0.118
H 5.800 6.525 5.079 -0.1272 -0.7164 -0.5747 0.062
O 4.143 3.822 4.884 0.1007 0.9905 -0.0126 -0.281
O 1.442 1.993 -8.163 -0.6106 -2.7684 2.6818 -0.316
H -12.611 -2.198 3.714 0.2119 0.2272 -0.4798 0.078
H -6.348 4.581 -3.350 0.1152 0.1217 -0.0408 0.078
O -8.559 -0.684 2.115 -0.7988 -1.6733 0.2919 -0.278
C -8.436 -2.964 0.748 0.8238 0.1872 0.5194 -0.116
C -6.560 5.208 -2.484 0.2390 0.6616 -0.1000 -0.072
C -2.152 -7.360 1.803 -0.0059 0.9886 -0.4766 -0.068
H 13.505 0.994 -2.736 -0.8535 0.2414 -0.3542 0.079
H -3.151 -7.312 1.371 -0.1217 -0.4433 0.1329 0.083
O 0.539 -10.039 0.284 0.6694 0.5582 -0.0124 -0.295
S -3.189 6.631 -1.404 0.4172 -0.6564 -0.3034 0.697
O -4.127 5.330 -1.961 1.4303 1.1279 0.4581 -0.268
H 0.020 -7.426 -0.433 0.2875 -0.1631 -0.2025 0.073
O -3.881 7.848 -1.784 0.4433 -1.0559 0.6622 -0.316
H -3.095 5.284 0.588 0.0544 0.1342 0.0928 0.074
H 1.458 -3.040 -7.396 -0.2693 -0.3767 0.1530 0.076
C 9.492 -0.342 -0.070 -0.3595 0.6620 -1.6062 -0.077
C -11.316 -3.353 2.345 0.8061 0.7692 1.1829 -0.250
H 9.887 0.539 0.436 -0.1694 0.0226 -0.2050 0.062
H 0.526 6.700 6.284 -0.3794 -0.5118 0.3633 0.083
H -2.191 -6.903 2.792 0.1835 -0.0215 -0.0641 0.089
H -4.295 6.623 0.776 0.0816 -0.0963 -0.1147 0.048
C -0.509 0.993 -6.471 1.2979 0.4558 -0.4107 -0.103
C -11.946 -3.061 3.705 -0.4835 -0.4089 -0.1748 -0.074
H -7.515 4.867 -2.083 0.1044 -0.1090 0.2989 0.075
O 3.698 5.340 2.892 0.2933 -0.4602 3.5557 -0.301
H -1.556 -6.748 1.124 0.0052 0.4088 0.2806 0.064
Cl 0.427 -0.147 0.503 3.1802 -2.6266 -0.8515 0.587
O 2.235 5.442 4.879 2.3375 -0.2960 -0.7833 -0.257
S 1.023 -8.938 1.076 -0.5550 0.1490 1.4697 0.656
H -11.173 -2.876 4.451 -0.0510 -0.2627 -0.0413 0.075
H -8.653 -2.494 -0.211 -0.7312 0.2413 0.4288 0.074
O 0.805 0.958 -0.292 -0.6907 1.8156 -1.1495 -0.376
O -0.055 0.268 1.765 -1.6830 0.4520 1.1405 -0.374
O -8.681 -2.856 3.423 -0.2210 0.9107 -1.4507 -0.295
H 2.604 -1.051 -5.533 -0.1619 0.8829 -0.0225 0.126
C 0.912 -7.407 0.193 0.3356 0.4847 -0.3242 -0.129
H -12.026 -3.658 1.576 0.0843 0.4909 -0.1345 0.119
H 0.866 -1.337 -5.623 0.0627 -0.4285 0.3269 0.117
H -0.867 2.010 -6.310 -0.0581 -0.0966 -0.1882 0.071
S -8.973 -2.066 2.236 -0.9539 -0.1015 -0.6351 0.657
O -1.816 6.421 -1.880 -2.9082 -0.0036 0.9687 -0.292
O 8.415 1.386 -2.041 2.3535 -3.9274 0.3106 -0.309
H 13.136 0.683 -1.078 0.1316 -0.2789 0.1583 0.081
C 2.169 -2.703 -6.641 -0.4311 -1.0274 -1.3774 -0.079
H -10.537 -4.111 2.425 -0.3149 -0.3433 0.1662 0.096
O -0.188 -8.668 2.184 2.6778 -0.1112 0.0778 -0.260
H -1.654 -9.213 0.834 0.2505 0.2047 -0.3073 0.112
H 1.315 4.250 6.235 0.2690 -0.2163 0.0538 0.127
O 1.672 -0.881 0.740 -0.4953 -0.4732 0.1607 -0.426
H 2.046 7.135 6.902 0.4282 0.0746 -0.3404 0.062
O -10.616 -2.125 1.974 1.2804 0.3844 -0.2795 -0.292
H -6.716 6.239 -2.803 0.1881 0.0155 -0.1068 0.074
O 2.311 -8.999 1.753 -2.2654 0.0531 -0.6804 -0.281
O 10.804 0.632 -2.136 -0.9647 -0.8080 -0.2916 -0.291
O 1.564 -0.449 -7.260 0.1775 2.1666 -1.9898 -0.270
C 2.017 5.084 6.234 -1.6502 0.6794 1.0929 -0.300
C 13.131 0.220 -2.065 1.1546 0.3985 0.4856 -0.088
H -0.476 0.485 -5.507 -0.1609 -0.1630 -0.2111 0.065
H -2.052 -9.404 2.460 0.1265 0.0770 0.4112 0.121
S 3.757 5.101 4.353 -0.4197 1.4535 -3.1236 0.683
H 0.849 -6.518 0.821 -0.0701 -0.4423 0.5568 0.086
H 4.363 7.490 4.797 -0.3687 -0.3603 -0.1817 0.065
H 2.909 4.827 6.806 0.1188 -0.1752 -0.3869 0.108
H -2.575 6.966 1.010 0.1543 -0.0419 -0.4925 0.067
H 13.945 -0.496 -2.173 -0.1498 -0.4528 0.4959 0.079
H 3.129 -2.829 -7.141 0.2373 0.6209 0.1833 0.080
C 1.791 -1.336 -6.200 0.3660 0.0304 2.0656 -0.324
O -0.474 -1.031 -0.233 -0.3949 0.7192 0.6850 -0.411
H -5.614 5.568 -0.507 -0.1772 0.4733 -0.2730 0.097
C -5.442 5.059 -1.455 -0.7271 -0.4403 0.3358 -0.289
```
Positions in Å, forces in eV/Å.

## Properties
- net charge = -1
- DFT total energy (eV) = -142011.2996
- LUMO (hartree) = 0.0652
- energy relative to the best compared isomer or geometry (same formula, charge and spin) (kcal per mole) = 20.5
- E_HOMO (eV) = -5.2931
- orbital gap (eV) = 7.07